Entry 1:
Below is a molecular structure, C51H34F3I2N5Re, with properties calculated with ωB97M-V/def2-TZVPD.

Properties
**Frontier orbital gap (spin up / spin down)**: 5.628 / 5.176 eV
**2S+1**: 4
**Expectation value of S²**: 3.816
**LUMO energy (spin up / spin down)**: -6.95 / -7.34 eV
**Charge**: +2

Positions of all 96 atoms, in Å:
Re: 0.13 0.16 0.02
C: 2.82 7.13 2.59
C: 1.60 7.14 1.90
C: 1.06 5.97 1.36
C: 1.70 4.72 1.49
C: 2.93 4.74 2.15
C: 3.45 5.90 2.72
C: 1.10 3.46 0.91
C: 1.90 2.70 0.03
C: 3.08 3.21 -0.54
C: 3.65 2.21 -1.30
C: 2.84 1.05 -1.18
C: 3.22 -0.21 -1.65
C: 4.51 -0.36 -2.43
C: 5.72 0.09 -1.92
C: 6.91 -0.03 -2.66
C: 6.90 -0.50 -3.98
C: 5.66 -0.89 -4.49
C: 4.51 -0.88 -3.71
C: 2.52 -1.37 -1.24
N: 1.40 -1.38 -0.34
C: 1.23 -2.76 0.02
C: 0.27 -3.26 0.91
C: 0.23 -4.75 1.14
C: 0.50 -5.30 2.40
C: 0.61 -6.69 2.58
C: 0.31 -7.57 1.54
C: -0.04 -7.03 0.30
C: -0.04 -5.65 0.09
C: -0.67 -2.43 1.55
C: -1.83 -2.95 2.19
C: -2.70 -1.92 2.42
C: -2.09 -0.72 1.95
N: -0.79 -1.02 1.44
C: -2.72 0.55 1.94
C: -1.99 1.69 1.57
C: -2.32 2.99 2.02
C: -1.22 3.80 1.84
C: -0.19 3.02 1.21
N: -0.67 1.67 0.98
C: -4.13 0.75 2.41
C: -5.08 1.41 1.64
C: -6.38 1.61 2.06
C: -6.81 1.19 3.33
C: -5.87 0.58 4.15
C: -4.55 0.35 3.68
C: 2.19 -3.54 -0.69
C: 2.98 -2.69 -1.44
N: 1.67 1.35 -0.40
H: 3.25 8.03 3.03
H: 1.06 8.05 1.75
H: 0.11 6.04 0.83
H: 3.47 3.79 2.29
H: 4.37 5.82 3.30
H: 3.39 4.24 -0.44
H: 4.54 2.25 -1.92
H: 5.77 0.54 -0.94
H: 7.83 0.28 -2.18
H: 7.81 -0.52 -4.58
H: 5.55 -1.20 -5.53
H: 3.60 -1.28 -4.13
H: 0.68 -4.63 3.25
H: 0.93 -7.06 3.55
H: 0.34 -8.65 1.69
H: -0.34 -7.66 -0.52
H: -0.25 -5.25 -0.88
H: -1.96 -4.00 2.41
H: -3.67 -1.93 2.92
H: -3.28 3.25 2.44
H: -1.11 4.83 2.13
H: -4.78 1.82 0.67
H: -7.07 2.11 1.39
H: -7.84 1.30 3.65
H: -6.12 0.29 5.17
H: -3.83 -0.15 4.33
H: 2.25 -4.63 -0.60
H: 3.85 -2.98 -2.04
I: 0.51 0.39 -3.94
C: 0.24 2.55 -4.15
I: -0.67 3.51 -2.45
H: -0.43 2.69 -5.00
H: 1.22 3.01 -4.29
F: -6.13 -1.63 -2.77
C: -4.99 -2.34 -2.97
F: -4.95 -2.58 -4.32
F: -5.22 -3.58 -2.41
C: -3.76 -1.66 -2.39
C: -2.54 -2.36 -2.31
C: -1.41 -1.71 -1.93
N: -1.41 -0.44 -1.40
C: -2.59 0.24 -1.47
C: -3.75 -0.31 -1.96
H: -2.56 -3.43 -2.54
H: -0.42 -2.17 -2.04
H: -2.56 1.29 -1.18
H: -4.65 0.28 -2.01

Entry 2:
Below is 2 unconnected molecules or ions with the total composition C16H28O12S, with properties calculated with ωB97M-V/def2-TZVPD.

Properties
**Frontier orbital gap**: 1.285 eV
**LUMO energy**: 3.60 eV
**Charge**: -2

Positions of all 57 atoms, in Å:
C: 4.09 2.16 1.08
C: 5.21 0.92 0.98
O: 5.66 0.64 -0.39
C: 5.11 -0.64 -0.89
C: 3.60 -0.44 -1.51
O: 2.73 -1.62 -1.43
C: 2.29 -1.90 -0.06
C: 1.35 -0.75 0.63
O: 0.83 -1.29 1.89
C: -0.64 -1.46 1.85
C: -1.21 -2.33 0.59
O: -1.99 -3.43 1.23
S: -2.99 -4.02 -0.03
O: -4.14 -5.00 0.34
O: -2.26 -4.68 -1.22
O: -3.49 -2.48 -0.58
C: -2.22 -1.70 -0.51
C: -2.74 -0.15 -0.44
C: -2.28 0.79 -1.73
C: -2.46 2.37 -1.32
C: -1.14 3.04 -0.59
O: 0.08 2.56 -0.86
O: -1.23 4.20 0.34
C: -0.48 3.95 1.58
C: -0.99 2.60 2.42
H: 3.62 2.42 0.03
H: 3.26 1.77 1.83
H: 4.57 3.13 1.55
H: 4.78 -0.01 1.56
H: 6.15 1.33 1.59
H: 5.19 -1.45 -0.05
H: 5.85 -0.98 -1.76
H: 3.75 -0.22 -2.68
H: 3.15 0.55 -1.06
H: 1.73 -2.96 -0.05
H: 3.22 -2.05 0.66
H: 2.09 0.14 0.93
H: 0.55 -0.26 -0.08
H: -1.12 -0.41 2.01
H: -0.91 -2.08 2.84
H: -0.45 -2.93 -0.06
H: -1.68 -1.77 -1.57
H: -2.49 0.43 0.54
H: -3.93 -0.19 -0.50
H: -1.19 0.47 -2.02
H: -3.06 0.53 -2.59
H: -3.37 2.53 -0.56
H: -2.72 3.00 -2.30
H: -0.57 4.86 2.35
H: 0.69 3.78 1.41
H: -0.54 1.69 1.82
H: -0.49 2.59 3.50
H: -2.18 2.58 2.48
C: -6.17 -1.99 -2.76
O: -6.74 -2.69 -1.94
O: -6.08 -2.22 -3.97
O: -5.58 -0.93 -2.50

Entry 3:
Below is a molecular structure, C25H24ClIN4O3Rh, with properties calculated with ωB97M-V/def2-TZVPD.

Properties
**Frontier orbital gap**: 6.768 eV
**ΔE to the lowest compared entry with this formula, charge and spin**: 24.00 kcal/mol
**LUMO energy**: 2.13 eV
**Charge**: -1

Positions of all 59 atoms, in Å:
Rh: 0.45 0.65 0.26
C: -1.67 -1.65 0.78
N: -0.33 -1.29 0.31
C: 0.57 -2.22 0.34
C: 1.95 -1.92 0.18
C: 3.09 -2.71 -0.03
C: 4.12 -1.81 -0.27
C: 3.56 -0.52 -0.18
N: 2.27 -0.58 0.12
C: -2.44 -2.50 -0.21
C: -2.47 -2.19 -1.56
C: -3.20 -2.96 -2.45
C: -3.92 -4.06 -2.00
C: -3.89 -4.38 -0.65
C: -3.16 -3.61 0.24
H: -2.21 -0.72 0.95
H: -1.62 -2.17 1.73
H: 0.26 -3.26 0.51
H: 3.13 -3.79 -0.04
H: 5.15 -2.05 -0.48
H: 4.05 0.44 -0.29
H: -1.90 -1.34 -1.92
H: -3.20 -2.70 -3.50
H: -4.48 -4.67 -2.70
H: -4.45 -5.24 -0.29
H: -3.15 -3.86 1.29
C: -1.92 1.45 -1.54
C: -1.37 1.44 -0.11
O: -2.13 1.88 0.74
H: -3.00 1.33 -1.51
H: -1.46 0.70 -2.17
H: -1.68 2.42 -1.97
C: 1.83 2.30 -4.04
C: 1.49 3.16 -3.01
C: 1.07 2.68 -1.77
C: 0.98 1.30 -1.55
C: 1.31 0.44 -2.59
C: 1.74 0.93 -3.82
H: 2.16 2.68 -4.99
H: 1.55 4.24 -3.17
H: 0.80 3.37 -0.99
H: 1.24 -0.63 -2.44
H: 2.02 0.23 -4.61
I: -0.84 -0.79 6.52
C: -0.60 0.11 4.70
C: -1.00 1.38 4.33
N: -0.68 1.52 3.04
N: -0.07 0.44 2.55
C: -0.02 -0.44 3.54
H: -1.49 2.16 4.89
H: -0.74 2.35 2.44
H: 0.44 -1.40 3.40
Cl: 2.08 4.41 3.89
C: 2.48 4.01 2.18
C: 1.34 3.24 1.52
O: 0.23 3.76 1.45
O: 1.69 2.09 1.10
H: 3.39 3.42 2.20
H: 2.63 4.95 1.66

| no. | F_max (hartree/bohr) | molar mass (g/mol) |
| --- | --- | --- |
| 1 | 0.08164 | 1213.9 |
| 2 | 0.15168 | 444.5 |
| 3 | 0.02141 | 693.8 |